Entry from OMol25: a 2-piece molecular cluster, CO3S3 overall in a non-equilibrium geometry (wB97M-V/def2-TZVPD).

Geometry as XYZ:
```
7
Properties=species:S:1:pos:R:3:mulliken_charge:R:1
O -0.62 -0.64 -1.22 -0.451
S -1.23 -0.12 -0.02 0.925
O 0.88 -0.15 0.95 -0.443
C 1.65 0.01 0.12 0.844
S 2.78 0.09 -0.88 -0.318
O -1.97 -0.94 0.83 -0.404
S -1.49 1.75 0.21 -0.153
```

Output
SMILES = O=S(=O)=S.O=C=S
HOMO level = -10.1 eV
Net charge = 0
2S+1 = 1

Entry from OMol25: C26H27BrN2O8P2SiSn as an isolated structure (wB97M-V/def2-TZVPD).

Geometry as XYZ:
```
68
Properties=species:S:1:pos:R:3:mulliken_charge:R:1
H 3.32 0.87 2.71 0.620
H 4.23 4.06 0.49 0.508
H 0.08 -2.55 2.54 0.441
P -0.22 1.38 -3.95 0.654
H -2.96 0.35 0.76 0.370
H 2.19 1.28 4.92 0.555
C -4.78 -2.26 1.91 -0.545
H -1.72 0.89 3.17 0.645
O 1.49 0.43 0.37 -0.421
Si -0.68 -1.39 -0.04 0.061
C 2.03 -3.41 2.31 -0.876
Br 2.90 2.70 -1.71 -0.072
C -0.64 0.89 3.05 -1.201
C -0.66 -0.41 -4.16 0.114
C -4.43 -0.95 1.60 -0.920
H -1.99 -3.85 0.86 0.455
C 1.36 0.65 1.80 0.512
H -1.96 -1.47 -5.40 0.406
C -2.31 -1.72 0.73 0.728
C 2.96 -3.34 0.09 -0.629
O 3.63 5.12 2.74 -0.512
H -4.17 -4.31 1.89 0.456
C -3.90 -3.29 1.64 -0.759
C -3.21 -0.68 1.01 0.221
C 1.59 1.11 4.04 -0.739
C 0.20 1.12 4.15 -0.840
C 2.24 0.88 2.82 -1.381
H -0.87 -0.50 -6.25 0.384
H 1.72 -2.48 -1.43 0.348
C 1.81 -2.71 -0.38 0.138
O 0.03 1.47 -2.44 -0.265
C 0.76 -2.42 0.50 -0.080
O -1.65 2.05 -4.26 -0.590
H 0.95 4.93 3.14 0.411
C 0.54 3.88 1.33 -0.513
O -2.54 0.07 -2.17 -0.551
H 1.84 -0.48 0.19 0.153
H 1.18 -0.88 -5.20 0.544
C 3.06 -3.69 1.43 -0.575
H 3.95 -4.19 1.79 0.436
H -1.55 2.82 -4.85 0.337
H -0.53 3.83 1.53 0.485
H -3.50 -0.05 -2.25 0.353
O 0.82 1.75 -4.90 -0.744
H -5.12 -0.14 1.81 0.481
C 0.88 -2.77 1.85 -0.357
H 1.26 -1.08 -3.45 0.266
H -5.73 -2.46 2.37 0.420
O -2.54 -2.17 -3.45 -0.810
N 0.96 3.32 0.18 -0.249
C -0.01 0.65 1.85 1.304
C -0.18 0.40 0.39 1.308
H 3.76 -3.58 -0.60 0.476
H 0.41 -2.29 -4.42 0.486
C 0.62 -1.23 -4.32 -1.756
C 2.73 4.56 1.95 0.984
N -1.47 -0.56 -5.42 -0.046
C 2.27 3.41 -0.09 -0.001
C 3.18 4.00 0.75 -0.496
H 2.11 -3.69 3.35 0.472
H 3.23 5.53 3.52 0.328
O -0.68 -1.50 -1.73 -0.499
C -2.67 -3.03 1.06 -0.344
P -1.71 -1.13 -2.84 0.962
H -2.18 0.18 -5.49 0.347
C 1.36 4.50 2.24 -0.801
Sn -0.90 2.27 -0.76 0.895
H -0.24 1.30 5.12 0.510
```

Output
HOMO level = -14.0 eV
Net charge = +2
2S+1 = 1

Entry from OMol25: a 2-piece molecular cluster, C3H7O3 overall (wB97M-V/def2-TZVPD).

Geometry as XYZ:
```
13
Properties=species:S:1:pos:R:3:mulliken_charge:R:1
O -1.39 -1.62 0.47 -0.544
H -1.09 -0.32 2.05 0.202
H -2.45 0.08 1.01 0.207
C 2.03 0.83 -1.32 -0.943
O -0.31 0.43 -1.26 -0.793
H 2.74 1.42 -0.75 0.289
O 0.79 0.57 0.70 -0.683
C -1.90 -0.75 1.46 -0.482
H -2.57 -1.34 2.10 0.259
H 2.48 -0.14 -1.52 0.177
H 1.80 1.30 -2.28 0.281
C 0.71 0.60 -0.54 0.752
H -0.84 -1.05 -0.11 0.278
```

Output
HOMO level = -4.4 eV
Net charge = -1
2S+1 = 1

Entry from OMol25: CHN3O2S as an isolated structure in a non-equilibrium geometry (wB97M-V/def2-TZVPD).

Geometry as XYZ:
```
8
Properties=species:S:1:pos:R:3:mulliken_charge:R:1
O -1.08 0.54 -1.72 -0.500
C -0.06 -0.90 1.00 0.227
S 0.15 0.56 -0.97 1.113
H -0.08 -1.82 1.59 0.401
O 1.37 0.89 -1.61 -0.510
N 0.30 -0.95 -0.23 -0.325
N -0.19 1.51 0.31 -0.185
N -0.41 0.17 1.63 -0.222
```

Output
HOMO level (alpha / beta) = -12.0 / -12.0 eV
Net charge = 0
2S+1 = 1